A molecular structure, C25H32FO2Ti. Source: OMol25; level of theory: ωB97M-V/def2-TZVPD.

Properties
orbital gap = 7.6284 eV
E_HOMO = -11.28 eV
calculated total energy = -2071.35928 Eh
ΔE to the lowest compared entry with this formula, charge and spin = 0.00 kJ/mol

```
! RIJCOSX wB97M-V def2-TZVPD def2/J DEFGRID3
* xyz 1 1
O 1.4504 6.0135 -3.5311
C 1.7055 5.8536 -4.9740
C 2.1856 7.2926 -5.1454
H 0.7863 5.6180 -5.5307
H 2.4826 5.0978 -5.1614
C 1.9526 7.3905 -3.6162
H 1.5288 7.9434 -5.7205
H 3.2302 7.4116 -5.4278
C 0.8876 8.4013 -3.2465
H -0.0241 8.2477 -3.8370
H 1.2722 9.4167 -3.4283
H 0.6603 8.3147 -2.1748
C 3.2405 7.6228 -2.8462
H 4.0179 6.9013 -3.1357
H 3.0382 7.5612 -1.7654
H 3.6019 8.6441 -3.0599
Ti 0.0570 0.3097 -0.1374
C 1.6297 -0.9963 0.9868
C 1.2262 -1.6872 -0.1886
C 1.6505 -0.9243 -1.3284
H 0.7565 -2.6644 -0.2301
C 2.3365 0.2348 -0.8490
C 2.3075 0.2066 0.5887
H 2.8035 0.9114 1.2553
H 1.5279 -1.3836 2.0013
H 1.5261 -1.2225 -2.3682
H 2.9054 0.9198 -1.4743
C -1.2724 -0.0620 1.7361
C -0.2251 0.8426 2.1020
C -0.3981 2.0497 1.3393
H 0.5141 0.6866 2.8854
C -1.5637 1.8842 0.5103
C -2.0946 0.5872 0.7566
H -3.0155 0.2007 0.3246
H -1.4853 -1.0295 2.1852
H 0.1772 2.9664 1.4478
H -2.0165 2.6264 -0.1405
O 0.0375 1.7723 -1.7458
C 0.8281 2.9581 -1.3605
C 1.5321 3.3605 -2.6256
H 1.5412 2.6987 -0.5555
H 0.1350 3.7213 -0.9911
C 0.5906 2.9248 -3.7421
H 2.4891 2.8256 -2.6687
H 1.7360 4.4267 -2.6264
C -0.0692 1.6701 -3.2182
H 1.0816 2.8061 -4.7072
H -0.1907 3.6787 -3.8721
H 0.4703 0.7619 -3.5092
H -1.1322 1.5714 -3.4757
F -4.0125 -4.1819 -2.5022
C -3.1510 -3.2392 -1.9972
C -2.7831 -2.1704 -2.8117
C -1.8839 -1.2160 -2.2913
C -1.3871 -1.3517 -1.0108
C -1.7534 -2.4453 -0.2279
C -2.6654 -3.4035 -0.7025
H -3.1685 -2.0761 -3.8232
H -1.5918 -0.3738 -2.9204
H -1.3380 -2.6019 0.7683
H -2.9570 -4.2448 -0.0802
*
```

=====

2 unconnected molecules or ions with the total composition C3H7NO. Source: OMol25; level of theory: ωB97M-V/def2-TZVPD.

Properties
orbital gap = 9.2823 eV
SMILES = C=C=O.CN
E_HOMO = -8.39 eV
calculated total energy = -248.44871 Eh
ΔE to the lowest compared entry with this formula, charge and spin = 204.23 kJ/mol

```
! RIJCOSX wB97M-V def2-TZVPD def2/J DEFGRID3
* xyz 0 1
C -1.1188 1.3160 -0.4467
C -1.3664 0.0363 -0.1916
O -1.9455 -0.9343 0.1505
H -0.1862 1.6612 -0.8656
H -1.9067 2.0195 -0.2130
C 1.2661 -0.5310 0.7311
N 0.5936 -0.7756 -0.5391
H 1.3825 0.5485 0.8498
H 0.6070 -0.8878 1.5276
H 2.2418 -1.0236 0.8250
H 1.1260 -0.4459 -1.3358
H 0.3631 -1.7547 -0.6604
*
```

=====

3 unconnected molecules or ions with the total composition C18H43NO10P3. Source: OMol25; level of theory: ωB97M-V/def2-TZVPD.

Properties
orbital gap = 3.8184 eV
E_HOMO = -4.33 eV
calculated total energy = -2542.77913 Eh
ΔE to the lowest compared entry with this formula, charge and spin = 734.90 kJ/mol

```
! RIJCOSX wB97M-V def2-TZVPD def2/J DEFGRID3
* xyz -1 1
C 7.2773 2.3012 -2.6323
C 6.9930 1.7511 -4.1132
P 6.1687 0.0132 -4.1315
C 6.7014 -0.8594 -2.5384
N 4.4409 0.3336 -4.1910
C 3.9059 0.9612 -2.9460
C 2.4888 0.2271 -2.6345
C 3.5232 2.5335 -3.1331
O 3.3482 3.0846 -4.2650
O 3.3659 3.2203 -1.9225
H 7.9421 1.6101 -2.0112
H 6.3002 2.5777 -2.0950
H 7.8715 3.2884 -2.7411
H 6.4278 2.4929 -4.7869
H 8.0249 1.6158 -4.6211
H 6.1498 -0.5375 -1.5915
H 6.5805 -2.0031 -2.6083
H 7.8139 -0.5950 -2.3613
H 3.8921 -0.4778 -4.4954
H 4.6051 0.9264 -2.0474
H 2.2321 0.2821 -1.5126
H 2.4988 -0.8891 -2.9056
H 1.6941 0.7365 -3.2805
O 0.6528 0.8143 4.6959
P 1.5331 1.2546 3.5181
O 0.9806 2.8246 3.4768
C 0.9382 3.6017 4.6629
C 2.3140 4.1196 5.0315
O 0.5587 0.5774 2.3507
C 0.0515 -0.7374 2.5581
C -1.4306 -0.6635 2.8753
O 2.6235 1.6337 2.2632
C 2.2036 2.3979 1.1215
C 2.9658 3.7060 1.0820
H 0.5040 3.0404 5.4936
H 0.2710 4.4467 4.4715
H 3.0323 3.3008 5.1298
H 2.2770 4.6739 5.9730
H 2.6920 4.7922 4.2579
H 0.5997 -1.2509 3.3530
H 0.2056 -1.3042 1.6357
H -1.6346 0.0076 3.7179
H -1.8247 -1.6531 3.1234
H -1.9839 -0.2749 2.0163
H 1.1285 2.5882 1.1214
H 2.4241 1.8138 0.2251
H 3.1256 4.1106 2.0843
H 2.4359 4.4481 0.4797
H 3.9528 3.5563 0.6418
O -3.8827 -2.1910 -0.9896
P -5.4142 -2.2662 -0.9782
O -5.5477 -2.6582 0.6334
C -4.8637 -1.8934 1.6168
C -5.5826 -0.5892 1.8967
O -5.4880 -3.7866 -1.6496
C -4.6530 -4.0846 -2.7673
C -3.5297 -5.0057 -2.3288
O -7.1200 -2.2381 -1.0795
C -7.9085 -3.2664 -0.4810
C -8.7720 -2.6671 0.6128
H -3.8277 -1.7057 1.3286
H -4.8324 -2.4939 2.5300
H -5.7215 -0.0087 0.9801
H -5.0217 0.0124 2.6159
H -6.5746 -0.7783 2.3151
H -4.2592 -3.1707 -3.2201
H -5.2692 -4.5835 -3.5206
H -2.9715 -4.5924 -1.4809
H -2.8275 -5.1792 -3.1482
H -3.9328 -5.9695 -2.0071
H -7.2982 -4.0767 -0.0772
H -8.5412 -3.7013 -1.2589
H -8.2439 -1.8827 1.1570
H -9.0947 -3.4355 1.3214
H -9.6644 -2.2060 0.1840
*
```